The following is a quantum chemistry calculation of a cluster of 9 separate species, C42H78BBrO35PS8 in total, from the Open Molecules 2025 dataset.

Last column: Löwdin charge in e.
Positions of all 166 atoms, in Å:
1 C -0.93201 -1.05631 3.15824  -0.125
2 C -2.40735 -0.95210 3.56199  -0.421
3 P -3.63368 -0.89293 2.18488  0.993
4 C -3.41549 -2.53854 1.40113  -0.437
5 C -4.41539 -2.79662 0.26555  -0.162
6 C -3.07361 0.30083 0.83085  -0.378
7 O -2.24555 -0.47294 -0.00906  -0.129
8 B -0.91796 0.18804 -0.24488  -0.700
9 C -0.85749 0.50381 -1.87331  -0.201
10 C -1.47953 -0.64837 -2.65178  -0.693
11 C -2.94298 -0.39079 -2.95777  -0.168
12 Br -0.55016 -0.76060 -4.43171  0.557
13 O -0.97661 1.34870 0.67540  -0.038
14 C -2.26840 1.61016 1.15195  -0.403
15 C -2.83202 2.71284 0.18195  -0.115
16 C -1.95686 3.97109 0.12722  -0.165
17 C -0.91427 3.95749 -1.00384  -0.170
18 C 0.48459 4.42355 -0.52817  -0.190
19 C 1.42887 3.22560 -0.60236  -0.196
20 C 2.80610 3.43667 0.03580  -0.187
21 C 3.97321 3.23989 -0.93192  -0.195
22 C 3.93776 1.88692 -1.64690  -0.173
23 C 3.83633 0.70966 -0.69893  -0.237
24 O 4.94061 0.73122 0.19118  -0.182
25 C 4.80676 -0.19757 1.24820  -0.094
26 C -2.37218 2.22486 2.56795  -0.058
27 C -1.11025 2.28260 3.40598  -0.184
28 C 0.14619 2.68215 2.93845  -0.012
29 C 1.25646 2.69505 3.78315  -0.084
30 C 1.13773 2.31793 5.11920  -0.101
31 C -0.10732 1.96282 5.62443  -0.090
32 C -1.20423 1.94965 4.76757  -0.066
33 H -0.79997 -1.97963 2.59242  0.065
34 H -0.30528 -1.15846 4.04679  0.067
35 H -0.58932 -0.24150 2.52565  0.055
36 H -2.65644 -1.85800 4.12093  0.063
37 H -2.62162 -0.12539 4.22994  0.019
38 H -2.38655 -2.71549 1.09692  0.071
39 H -3.60958 -3.24585 2.21276  0.065
40 H -3.89110 -2.71300 -0.68413  0.055
41 H -4.73726 -3.83739 0.31766  0.058
42 H -5.28513 -2.14518 0.30110  0.049
43 H -3.98466 0.50235 0.25529  0.102
44 H 0.02886 -0.56362 0.00953  0.106
45 H 0.17992 0.63193 -2.19122  0.056
46 H -1.39272 1.40295 -2.17650  0.068
47 H -1.33758 -1.59087 -2.13193  0.088
48 H -3.09472 0.67512 -3.12185  0.069
49 H -3.28901 -0.94566 -3.82805  0.049
50 H -3.55736 -0.64572 -2.09325  0.068
51 H -3.01056 2.29621 -0.80880  0.114
52 H -3.82350 3.01312 0.54610  0.114
53 H -2.61039 4.82995 -0.04355  0.105
54 H -1.44419 4.16732 1.06883  0.089
55 H -1.21865 4.64511 -1.79485  0.106
56 H -0.77304 2.97250 -1.41691  0.066
57 H 0.44914 4.83016 0.48268  0.074
58 H 0.87322 5.23053 -1.15659  0.108
59 H 0.94852 2.39905 -0.08044  0.094
60 H 1.50257 2.94253 -1.65185  0.111
61 H 2.94190 2.65191 0.78734  0.096
62 H 2.88959 4.38243 0.57214  0.094
63 H 3.93214 4.01388 -1.70605  0.098
64 H 4.92805 3.34168 -0.41496  0.106
65 H 3.12008 1.78269 -2.35890  0.113
66 H 4.86482 1.77660 -2.20938  0.092
67 H 2.87658 0.66239 -0.17758  0.117
68 H 3.91000 -0.20543 -1.30862  0.115
69 H 5.46241 -1.05277 1.05868  0.073
70 H 3.77652 -0.50082 1.42994  0.095
71 H 5.19168 0.28755 2.14718  0.070
72 H -3.11895 1.65546 3.12103  0.090
73 H -2.77519 3.23606 2.51718  0.118
74 H 0.23941 2.96000 1.89946  0.091
75 H 2.20247 2.98362 3.34920  0.083
76 H 2.00180 2.30383 5.77300  0.079
77 H -0.25992 1.66844 6.65324  0.095
78 H -2.17362 1.67213 5.16088  0.100
79 C -6.49480 0.76202 -3.75695  -0.153
80 C -7.72741 1.42380 -4.33961  -0.171
81 O -7.95881 2.55620 -3.48830  -0.192
82 S -6.56068 3.11770 -2.94509  0.586
83 O -6.16541 4.21980 -3.74818  -0.225
84 O -6.65182 3.22823 -1.53396  -0.224
85 O -5.66407 1.86135 -3.33735  -0.190
86 H -6.73259 0.16672 -2.88248  0.111
87 H -5.96755 0.14542 -4.48014  0.138
88 H -8.59614 0.78597 -4.35469  0.106
89 H -7.52741 1.79213 -5.34990  0.134
90 C 5.35657 -3.38933 -1.50186  -0.152
91 C 4.23349 -3.35134 -2.51673  -0.149
92 O 4.21911 -4.68256 -3.06461  -0.181
93 S 4.64755 -5.73370 -1.94617  0.602
94 O 3.48778 -6.31435 -1.36660  -0.226
95 O 5.68763 -6.54477 -2.46573  -0.217
96 O 5.25864 -4.69047 -0.90070  -0.183
97 H 6.33437 -3.30935 -1.98071  0.136
98 H 5.25922 -2.61687 -0.74427  0.116
99 H 4.39713 -2.62171 -3.30390  0.139
100 H 3.26872 -3.16169 -2.04265  0.140
101 C 0.89458 -9.04120 0.17051  -0.167
102 C 1.18833 -7.57080 0.34917  -0.149
103 O -0.11377 -6.96259 0.44076  -0.179
104 S -1.12737 -7.96573 1.15718  0.589
105 O -1.22970 -7.63495 2.53427  -0.229
106 O -2.28346 -8.09418 0.34425  -0.228
107 O -0.24313 -9.29004 1.02709  -0.194
108 H 0.61460 -9.26251 -0.85335  0.090
109 H 1.72838 -9.67177 0.46603  0.136
110 H 1.75241 -7.16205 -0.48400  0.098
111 H 1.72210 -7.37496 1.28219  0.137
112 C 0.04401 7.12151 4.72170  -0.158
113 C 0.84676 8.32315 4.26511  -0.167
114 O 2.11051 7.77484 3.87060  -0.191
115 S 1.88565 6.30294 3.26254  0.591
116 O 1.83964 6.39437 1.85028  -0.212
117 O 2.77503 5.42599 3.93149  -0.225
118 O 0.40124 6.08342 3.80601  -0.182
119 H 0.32967 6.80730 5.72790  0.135
120 H -1.02813 7.29428 4.68636  0.137
121 H 0.98774 9.05924 5.05171  0.132
122 H 0.39125 8.80074 3.39472  0.133
123 C 5.57705 1.69398 4.94154  -0.165
124 C 5.41552 2.38406 6.27782  -0.159
125 O 5.68706 1.35586 7.24156  -0.188
126 S 6.78380 0.34614 6.65777  0.594
127 O 8.06280 0.70963 7.15354  -0.226
128 O 6.28826 -0.97430 6.78665  -0.215
129 O 6.69118 0.80696 5.12859  -0.190
130 H 4.69727 1.09850 4.69072  0.131
131 H 5.78289 2.39154 4.13429  0.138
132 H 4.41708 2.78560 6.42477  0.125
133 H 6.15170 3.17997 6.40933  0.134
134 C 7.08811 5.86993 -4.60905  -0.167
135 C 6.04026 5.73475 -3.52260  -0.166
136 O 5.11549 4.77613 -4.04513  -0.193
137 S 5.89029 3.71032 -4.95011  0.599
138 O 6.17724 2.55966 -4.17553  -0.215
139 O 5.23954 3.63057 -6.20497  -0.210
140 O 7.25608 4.54016 -5.11466  -0.190
141 H 6.73934 6.50762 -5.42413  0.132
142 H 8.03520 6.24684 -4.23235  0.133
143 H 5.52902 6.66917 -3.30975  0.136
144 H 6.46625 5.33423 -2.59997  0.134
145 C -11.47782 1.00300 -0.71883  -0.156
146 C -10.70297 0.03418 0.14982  -0.152
147 O -10.43810 -1.07947 -0.71813  -0.177
148 S -10.24294 -0.55853 -2.21313  0.609
149 O -8.85504 -0.40972 -2.47632  -0.220
150 O -11.08339 -1.30917 -3.07182  -0.208
151 O -10.85599 0.90184 -2.00671  -0.182
152 H -12.52408 0.70639 -0.81727  0.132
153 H -11.42158 2.02608 -0.35812  0.137
154 H -11.26385 -0.29499 1.01942  0.136
155 H -9.74803 0.45581 0.46915  0.140
156 C 2.03271 -12.33788 -4.44281  -0.164
157 C 0.89659 -11.63716 -5.15832  -0.163
158 O 0.62987 -10.48579 -4.34986  -0.178
159 S 1.98984 -9.96234 -3.68833  0.626
160 O 2.51234 -8.90098 -4.46269  -0.194
161 O 1.77395 -9.83243 -2.28951  -0.226
162 O 2.86685 -11.27487 -3.96768  -0.182
163 H 1.67314 -12.90575 -3.58226  0.134
164 H 2.60124 -12.99215 -5.09800  0.134
165 H 0.00523 -12.25273 -5.23748  0.135
166 H 1.19609 -11.29831 -6.15232  0.134

Spin multiplicity: 1
Molar mass, g/mol: 1521.28
Total charge: -1
E, Ha: -10406.178460
E_LUMO, eV: 1.5